The following is a DFT calculation (wB97M-V/def2-TZVPD) of the molecule C5H7NO.

```
14
Properties=species:S:1:pos:R:3:mulliken_charge:R:1
C 2.396 0.181 0.925 -0.6549
N 1.275 0.991 0.482 -0.4573
C 0.193 0.347 0.344 0.1300
C -1.115 0.922 -0.004 -0.1741
C -2.061 0.029 -0.367 -0.5505
C -1.621 -1.081 -1.272 0.1112
O -0.519 -1.567 -1.426 -0.4902
H 3.228 0.308 0.224 0.2340
H 2.719 0.543 1.906 0.2588
H 2.156 -0.893 1.012 0.3083
H 0.145 -0.727 0.538 0.2421
H -1.265 2.005 -0.016 0.3579
H -3.133 0.226 -0.315 0.3606
H -2.398 -1.282 -2.032 0.3242
```

Computed properties:
net charge = 0
SMILES = C/N=C/C=C\C=O
HOMO = -9.6 eV
E_LUMO = -0.60 eV
2S+1 = 1
energy relative to the best compared isomer or geometry (same formula, charge and spin) = 58.3 kcal per mole
frontier orbital gap = 9.00 eV



The following is a DFT calculation (wB97M-V/def2-TZVPD) of a cluster of 2 separate species, H4O2 in total at a distorted geometry.

```
6
Properties=species:S:1:pos:R:3:mulliken_charge:R:1
O 1.641 0.035 -0.244 -0.6402
H 0.763 -0.274 0.013 0.3537
H 2.218 -0.079 0.512 0.3150
O -1.173 -0.014 -0.142 -0.6576
H -1.455 0.893 -0.001 0.3101
H -1.993 -0.562 -0.137 0.3189
```

Computed properties:
net charge = 0
SMILES = O.O
HOMO = -10.9 eV
E_LUMO = 0.70 eV
2S+1 = 1
energy relative to the best compared isomer or geometry (same formula, charge and spin) = 1.4 kcal per mole
frontier orbital gap = 11.58 eV



The following is a DFT calculation (wB97M-V/def2-TZVPD) of the molecule C13H26IO4PS at a distorted geometry.

```
46
Properties=species:S:1:pos:R:3:mulliken_charge:R:1
C 5.456 0.227 -0.178 -0.9084
C 3.915 -0.239 0.163 -0.2285
C 2.899 0.108 -1.119 -0.5597
C 1.564 -0.884 -0.939 -0.3582
O 0.396 -0.025 -1.185 -0.3760
C -0.786 -0.469 -0.406 0.4911
P -0.897 -2.389 -0.717 0.0974
C -0.952 -2.653 -2.646 -0.9594
C -2.528 -3.109 -0.032 -0.7948
C -2.112 0.164 -1.139 -0.7163
C -3.267 0.728 -0.122 -0.2897
O -3.611 -0.170 0.991 -0.3616
S -2.325 -0.140 2.111 1.1700
O -2.427 0.975 3.190 -0.5900
O -2.419 -1.500 2.907 -0.6697
C -0.649 -0.130 1.193 -0.5547
C 0.229 1.206 1.552 0.3850
C -0.135 2.544 0.682 -0.3345
C -1.155 3.600 1.416 -0.9217
I -0.292 4.694 3.108 -0.0057
H 5.849 0.844 0.739 0.2647
H 5.543 0.922 -1.122 0.2910
H 6.121 -0.741 -0.245 0.2309
H 3.915 -1.416 0.314 0.2833
H 3.469 0.284 1.133 0.1069
H 3.416 -0.034 -2.162 0.3939
H 2.546 1.218 -1.002 0.1574
H 1.719 -1.735 -1.756 0.2043
H 1.645 -1.321 0.143 0.2761
H -0.298 -1.848 -3.223 0.2836
H -0.696 -3.750 -2.963 0.3381
H -2.073 -2.446 -2.999 0.2686
H -2.421 -3.402 1.119 0.2658
H -3.487 -2.465 -0.252 0.2167
H -2.711 -4.151 -0.586 0.3732
H -1.714 1.070 -1.808 0.3385
H -2.647 -0.569 -1.895 0.2614
H -3.036 1.811 0.272 0.0085
H -4.260 0.835 -0.776 0.3706
H -0.057 -1.050 1.671 0.5464
H 1.364 0.937 1.342 -0.6666
H 0.169 1.418 2.725 0.5015
H -0.546 2.347 -0.396 0.0974
H 0.893 3.132 0.533 0.3391
H -1.430 4.423 0.596 0.4363
H -2.175 3.146 1.765 0.2977
```

Computed properties:
net charge = 0
SMILES = CCCCO[C@]1(P(C)C)CCOS(=O)(=O)[C@@H]1CCCI
HOMO = -8.2 eV
E_LUMO = 0.32 eV
2S+1 = 1
energy relative to the best compared isomer or geometry (same formula, charge and spin) = 175.5 kcal per mole
frontier orbital gap = 8.57 eV



The following is a DFT calculation (wB97M-V/def2-TZVPD) of a cluster of 12 separate species, C28H52Br8O18 in total at a distorted geometry.

```
106
Properties=species:S:1:pos:R:3:mulliken_charge:R:1
C -0.532 -2.688 0.512 -1.4234
C 0.091 -1.571 -0.231 0.5397
C -0.815 -0.830 -1.189 -0.4326
O -0.681 0.559 -0.901 -0.2903
C -0.094 0.649 0.320 0.6346
O 0.179 1.686 0.953 -0.5960
O 0.429 -0.559 0.697 -0.3392
H -0.957 -3.303 -0.281 0.3979
H -1.301 -2.418 1.236 0.3255
H 0.253 -3.190 1.078 0.3478
H 0.980 -1.950 -0.734 0.2233
H -1.843 -1.171 -1.062 0.2774
H -0.583 -1.121 -2.213 0.3345
C 5.208 -5.393 3.956 -1.4333
C 4.915 -5.907 5.324 0.4846
C 3.889 -7.072 5.444 -0.4025
O 4.599 -8.006 6.285 -0.3187
C 5.873 -7.716 6.350 0.6678
O 6.714 -8.361 6.927 -0.5570
O 6.166 -6.523 5.776 -0.3522
H 5.649 -6.124 3.278 0.3500
H 6.056 -4.708 3.959 0.3647
H 4.343 -4.868 3.551 0.3718
H 4.617 -5.123 6.021 0.2576
H 3.656 -7.560 4.497 0.2646
H 2.983 -6.704 5.925 0.3027
C -4.959 3.954 3.080 -1.3198
C -6.119 3.401 2.245 0.3523
C -6.078 3.894 0.833 -0.4310
O -6.402 2.701 0.080 -0.3427
C -6.170 1.612 0.843 0.7029
O -6.259 0.502 0.384 -0.5834
O -5.981 1.994 2.064 -0.3448
H -5.103 3.574 4.092 0.3446
H -5.000 5.043 3.065 0.3728
H -4.016 3.558 2.705 0.3478
H -7.110 3.558 2.671 0.3006
H -5.102 4.263 0.520 0.2872
H -6.794 4.705 0.697 0.3137
C -6.096 -0.067 -8.604 -1.3101
C -6.063 -0.156 -7.055 0.3987
C -7.325 -0.724 -6.436 -0.4318
O -6.918 -1.980 -5.875 -0.3092
C -5.599 -1.993 -5.883 0.6606
O -4.902 -2.791 -5.177 -0.6313
O -5.107 -1.051 -6.655 -0.3031
H -5.232 0.517 -8.920 0.3481
H -6.917 0.581 -8.911 0.3905
H -6.148 -1.067 -9.034 0.3347
H -5.929 0.788 -6.527 0.2698
H -8.130 -0.793 -7.167 0.2945
H -7.639 -0.059 -5.631 0.2879
C 1.832 10.692 6.088 -1.4906
C 2.065 10.285 4.667 0.4591
C 2.657 8.922 4.606 -0.3852
O 2.002 8.434 3.544 -0.2895
C 0.915 9.141 3.248 0.6744
O 0.034 8.731 2.472 -0.6150
O 0.853 10.224 3.948 -0.3215
H 1.410 11.697 6.088 0.3637
H 2.809 10.885 6.530 0.3987
H 1.177 10.059 6.685 0.3696
H 2.660 11.055 4.177 0.2307
H 2.514 8.371 5.536 0.2974
H 3.726 9.039 4.433 0.3080
Br 1.698 3.886 -4.864 -0.1254
C 1.842 5.549 -3.777 -0.5911
C 3.010 5.399 -2.723 -0.5863
Br 4.812 5.347 -3.795 -0.1437
H 0.864 5.738 -3.334 0.3664
H 2.023 6.340 -4.505 0.3618
H 2.999 4.502 -2.104 0.3701
H 3.040 6.293 -2.100 0.3490
Br -0.298 -1.145 -9.995 -0.1233
C -0.404 -3.092 -9.913 -0.6283
C 0.909 -3.684 -9.371 -0.5789
Br 0.998 -3.370 -7.412 -0.1149
H -0.701 -3.453 -10.897 0.3628
H -1.244 -3.357 -9.271 0.3642
H 1.784 -3.282 -9.883 0.3798
H 0.873 -4.756 -9.561 0.3392
Br 0.222 2.787 8.199 -0.1503
C 1.556 1.656 7.190 -0.6313
C 0.888 0.437 6.682 -0.5599
Br 0.811 -0.874 8.179 -0.1378
H 2.400 1.479 7.857 0.4036
H 1.931 2.241 6.351 0.3455
H 1.516 -0.005 5.908 0.3193
H -0.058 0.540 6.149 0.4111
Br 8.116 -1.645 -2.987 -0.1420
C 7.356 -3.451 -2.570 -0.5979
C 8.475 -4.431 -2.238 -0.6431
Br 9.585 -3.759 -0.716 -0.1322
H 6.766 -3.884 -3.378 0.3899
H 6.737 -3.417 -1.674 0.3740
H 9.108 -4.594 -3.111 0.3864
H 8.002 -5.344 -1.875 0.3651
O 2.861 -8.006 -1.252 -0.6422
H 3.450 -8.680 -0.914 0.3212
H 2.051 -8.125 -0.756 0.3206
O -4.404 -5.429 4.150 -0.6393
H -4.405 -4.501 4.382 0.3165
H -4.424 -5.438 3.193 0.3210
O -5.806 -5.576 -0.517 -0.6323
H -5.560 -4.738 -0.909 0.3186
H -6.729 -5.686 -0.744 0.3158
```

Computed properties:
net charge = 0
SMILES = C[C@H]1COC(=O)O1.C[C@H]1COC(=O)O1.C[C@H]1COC(=O)O1.C[C@H]1COC(=O)O1.C[C@H]1COC(=O)O1.BrCCBr.BrCCBr.BrCCBr.BrCCBr.O.O.O
HOMO = -9.9 eV
E_LUMO = -0.10 eV
2S+1 = 1
energy relative to the best compared isomer or geometry (same formula, charge and spin) = 86.2 kcal per mole
frontier orbital gap = 9.77 eV



The following is a DFT calculation (wB97M-V/def2-TZVPD) of the molecule C4H9NS at a distorted geometry.

```
15
Properties=species:S:1:pos:R:3:mulliken_charge:R:1
C -1.871 -1.147 0.374 -1.0852
C -1.382 -0.252 -0.679 -0.2611
S -1.235 1.587 -0.182 -0.1347
C 0.433 1.428 0.040 -0.0249
N 1.057 0.373 -0.180 -0.4113
C 2.507 0.179 0.103 -0.8673
H -2.832 -0.913 0.820 0.3332
H -2.067 -2.146 0.067 0.3462
H -1.189 -1.356 1.286 0.2676
H -0.352 -0.486 -1.087 0.2939
H -2.289 -0.174 -1.377 0.2946
H 0.913 2.391 0.190 0.3314
H 2.719 0.564 1.120 0.2734
H 2.578 -0.862 0.231 0.3220
H 3.011 0.815 -0.727 0.3222
```

Computed properties:
net charge = 0
SMILES = CCS/C=N/C
HOMO = -8.7 eV
E_LUMO = 0.99 eV
2S+1 = 1
energy relative to the best compared isomer or geometry (same formula, charge and spin) = 48.8 kcal per mole
frontier orbital gap = 9.64 eV



The following is a DFT calculation (wB97M-V/def2-TZVPD) of a structure of composition C11H15F6N3O11S2V.

```
49
Properties=species:S:1:pos:R:3:mulliken_charge:R:1
V -0.154 0.322 -0.621 1.0284
O -2.347 -1.661 1.745 -0.6004
C -1.848 -2.203 2.965 -0.4818
C -1.065 -1.176 3.770 -0.8958
N 0.020 -0.579 3.022 0.3602
C 1.088 -1.433 2.568 -1.1618
C 0.843 -1.848 1.124 0.7072
O 0.519 -2.947 0.757 -0.5907
O 0.944 -0.811 0.284 -0.0427
C 0.126 0.847 2.931 -0.8323
C -0.793 1.540 1.916 0.7462
O -1.185 2.659 2.055 -0.6307
O -1.152 0.768 0.857 -0.3446
H -2.025 -0.749 1.658 0.2860
H -1.213 -3.061 2.727 0.2891
H -2.690 -2.563 3.561 0.4189
H -0.702 -1.666 4.685 0.4285
H -1.737 -0.372 4.079 0.3554
H 1.131 -2.339 3.176 0.3781
H 2.048 -0.914 2.635 0.4471
H 1.146 1.121 2.647 0.1344
H -0.078 1.337 3.888 0.4509
N -1.345 -1.373 -0.942 -0.1824
C -2.696 -1.141 -1.503 -0.5306
C -2.623 -0.475 -2.865 -0.6898
C -2.083 0.938 -2.820 0.7254
O -2.418 1.818 -3.550 -0.5662
O -1.148 1.112 -1.862 -0.3186
H -0.814 -2.016 -1.528 0.3548
H -1.457 -1.843 -0.036 0.3007
H -3.237 -0.517 -0.792 0.3140
H -3.223 -2.093 -1.574 0.4537
H -3.607 -0.431 -3.326 0.4012
H -1.971 -1.048 -3.533 0.2406
F 4.805 2.241 0.178 -0.2070
C 3.586 1.821 0.472 0.6484
F 3.586 0.496 0.580 -0.2148
F 3.201 2.347 1.633 -0.2140
S 2.413 2.357 -0.843 1.1442
O 1.111 1.884 -0.330 -0.7409
O 2.549 3.763 -0.947 -0.6112
N 2.940 1.572 -2.080 -0.5373
S 2.239 0.467 -2.932 1.0978
O 1.116 -0.189 -2.253 -0.7627
O 3.173 -0.394 -3.562 -0.6319
C 1.409 1.438 -4.265 0.7052
F 2.314 1.910 -5.108 -0.2140
F 0.736 2.445 -3.724 -0.2015
F 0.566 0.641 -4.917 -0.2128
```

Computed properties:
<S²> = 0.759
net charge = 0
HOMO (spin up / spin down) = -9.1 / -9.1 eV
E_LUMO (spin up / spin down) = -2.26 / -1.59 eV
2S+1 = 2
energy relative to the best compared isomer or geometry (same formula, charge and spin) = 0.0 kcal per mole
frontier orbital gap (spin up / spin down) = 6.88 / 7.55 eV